*a*
{
  "formula": "C14H28Br14",
  "method": "ωB97M-V/def2-TZVPD",
  "elements": ["Br", "C", "C", "Br", "H", "H", "H", "H", "Br", "C", "C", "Br", "H", "H", "H", "H", "Br", "C", "C", "Br", "H", "H", "H", "H", "Br", "C", "C", "Br", "H", "H", "H", "H", "Br", "C", "C", "Br", "H", "H", "H", "H", "Br", "C", "C", "Br", "H", "H", "H", "H", "Br", "C", "C", "Br", "H", "H", "H", "H"],
  "positions_angstrom": [[-1.4707, 33.0252, 11.5585], [-0.4386, 34.6119, 12.0329], [1.0099, 34.2973, 11.8226], [2.1103, 35.9025, 11.7857], [-0.6691, 34.8434, 13.0696], [-0.7812, 35.4275, 11.4037], [1.1195, 33.7466, 10.8891], [1.4523, 33.6555, 12.5800], [-4.8091, 29.7798, 8.0128], [-6.2146, 28.4339, 8.0780], [-7.0463, 28.6674, 9.3239], [-8.6549, 27.5513, 9.3474], [-5.7221, 27.4724, 7.9841], [-6.7815, 28.6255, 7.1704], [-7.2935, 29.7054, 9.5259], [-6.4433, 28.3941, 10.1910], [3.5240, 29.2703, 4.5184], [2.6307, 30.8431, 5.2004], [1.4350, 30.5304, 6.0699], [0.6075, 32.2032, 6.6248], [2.2295, 31.3089, 4.3047], [3.3770, 31.4072, 5.7464], [1.7321, 30.0304, 6.9875], [0.6952, 29.9326, 5.5502], [6.4395, 29.4842, 10.8484], [5.4082, 28.2768, 9.6512], [4.1338, 28.9590, 9.2230], [3.2705, 27.6804, 7.9979], [5.1853, 27.4345, 10.2968], [6.0156, 27.9879, 8.8012], [4.3022, 29.8506, 8.6242], [3.5740, 29.2646, 10.1036], [-0.7471, 26.8392, 6.3246], [-2.4953, 26.6933, 7.2661], [-2.4809, 25.3992, 8.0315], [-4.3058, 25.0182, 8.6512], [-3.2571, 26.7313, 6.4991], [-2.4768, 27.5106, 7.9787], [-1.8881, 25.4409, 8.9390], [-2.2509, 24.5119, 7.4528], [-6.4525, 27.2715, 12.8382], [-5.1154, 25.9078, 12.2673], [-5.6382, 24.5275, 12.5360], [-5.5677, 23.9637, 14.3976], [-4.1615, 26.1073, 12.7532], [-4.9346, 26.2047, 11.2388], [-5.0026, 23.8632, 11.9415], [-6.6132, 24.3781, 12.0778], [0.6746, 28.4689, 10.2074], [-0.7875, 29.6451, 9.6239], [-1.9886, 29.6141, 10.5294], [-2.6687, 27.7997, 10.9363], [-1.0404, 29.2751, 8.6311], [-0.3679, 30.6390, 9.5041], [-2.7803, 30.2059, 10.0727], [-1.7668, 30.0812, 11.4862]],
  "lumo_ev": 0.14,
  "multiplicity": 1,
  "homo_ev": -10.0,
  "smiles": "BrCCBr.BrCCBr.BrCCBr.BrCCBr.BrCCBr.BrCCBr.BrCCBr",
  "homo_lumo_gap_ev": 10.1
}



*b*
{
  "formula": "C14H28Br14",
  "method": "ωB97M-V/def2-TZVPD",
  "elements": ["Br", "C", "C", "Br", "H", "H", "H", "H", "Br", "C", "C", "Br", "H", "H", "H", "H", "Br", "C", "C", "Br", "H", "H", "H", "H", "Br", "C", "C", "Br", "H", "H", "H", "H", "Br", "C", "C", "Br", "H", "H", "H", "H", "Br", "C", "C", "Br", "H", "H", "H", "H", "Br", "C", "C", "Br", "H", "H", "H", "H"],
  "positions_angstrom": [[3.0630, -10.6942, 24.5114], [1.6303, -11.0435, 23.1903], [0.9984, -12.3741, 23.5711], [-0.4999, -13.0053, 22.4220], [2.0291, -11.1196, 22.1788], [0.9253, -10.2132, 23.1483], [0.6054, -12.2703, 24.5825], [1.7279, -13.1834, 23.6011], [0.9104, -11.3841, 14.6626], [-0.8769, -10.6386, 14.2456], [-1.6592, -10.2994, 15.5950], [-3.5747, -9.8399, 15.0834], [-1.4272, -11.3666, 13.6495], [-0.8031, -9.6888, 13.7159], [-1.1467, -9.4633, 16.0707], [-1.6734, -11.1467, 16.2806], [-4.6096, -13.4590, 15.2658], [-5.3826, -15.2971, 15.4493], [-6.8930, -15.2736, 15.3355], [-7.7446, -17.1406, 15.4551], [-5.2579, -15.6475, 16.4738], [-4.8951, -16.0528, 14.8333], [-7.0702, -14.9605, 14.3066], [-7.3878, -14.5781, 16.0133], [-6.6568, -18.2478, 21.9689], [-6.5313, -17.0365, 20.4563], [-7.8963, -16.3118, 20.2738], [-7.7028, -14.9743, 18.7719], [-6.2755, -17.6314, 19.5796], [-5.7291, -16.3160, 20.6158], [-8.1069, -15.7210, 21.1652], [-8.6945, -17.0421, 20.1409], [-1.8624, -9.0059, 20.7653], [-0.8872, -8.6060, 19.1063], [0.3770, -7.8431, 19.4036], [1.3087, -7.6653, 17.6551], [-1.6396, -8.0603, 18.5369], [-0.6403, -9.5683, 18.6578], [0.9986, -8.2426, 20.2048], [0.1637, -6.8099, 19.6777], [-4.1454, -18.5182, 17.7445], [-2.5433, -18.8770, 18.9156], [-1.4905, -17.8124, 18.7733], [0.0922, -18.4316, 19.7308], [-2.1189, -19.8708, 18.7730], [-2.9666, -18.7778, 19.9151], [-1.8021, -16.8281, 19.1229], [-1.3142, -17.5580, 17.7281], [-3.6870, -15.0214, 19.0696], [-3.3674, -13.0815, 18.9685], [-1.8775, -12.8424, 18.8727], [-1.0173, -13.6064, 17.2205], [-3.8922, -12.4873, 19.7166], [-3.8791, -12.8808, 18.0271], [-1.3557, -13.2175, 19.7531], [-1.7434, -11.7634, 18.7966]],
  "lumo_ev": 0.10,
  "multiplicity": 1,
  "homo_ev": -10.1,
  "smiles": "BrCCBr.BrCCBr.BrCCBr.BrCCBr.BrCCBr.BrCCBr.BrCCBr",
  "homo_lumo_gap_ev": 10.1
}



It is *a* that is most stable; the runner-up trails by 0.0297 hartree.



*a*
{
  "formula": "C2H2N4O2",
  "method": "ωB97M-V/def2-TZVPD",
  "elements": ["H", "N", "C", "N", "N", "C", "O", "O", "N", "H"],
  "positions_angstrom": [[1.5615, 2.2084, 1.1731], [1.3619, 1.7622, 0.1075], [0.5305, 0.8396, 0.0426], [0.1089, 0.5513, -1.2871], [-0.4583, -0.5344, -1.7065], [-0.8728, -1.4427, -0.6614], [-1.4694, -2.3659, -0.9309], [-0.6339, -1.2559, 0.5762], [-0.1896, 0.0824, 0.8715], [0.0611, 0.1550, 1.8150]],
  "lumo_ev": -1.48,
  "multiplicity": 1,
  "homo_ev": -10.2,
  "smiles": "[H]/N=c1/nnc(=O)o[nH]1",
  "homo_lumo_gap_ev": 8.7
}



*b*
{
  "formula": "C2H2N4O2",
  "method": "ωB97M-V/def2-TZVPD",
  "elements": ["O", "N", "C", "C", "N", "O", "N", "N", "H", "H"],
  "positions_angstrom": [[-0.3317, 2.2107, -1.1306], [-0.5340, 0.8239, -1.2399], [-0.2991, 0.1642, -0.1760], [-0.2279, -1.2919, -0.4346], [0.2457, -2.1001, 0.3746], [0.7748, -1.4657, 1.4849], [0.7299, -0.0309, 1.8277], [0.2308, 0.8411, 1.0665], [0.0975, 2.3808, -0.3106], [-0.6859, -1.5321, -1.4621]],
  "lumo_ev": -0.92,
  "multiplicity": 1,
  "homo_ev": -10.2,
  "smiles": "O/N=c1/cnonn1",
  "homo_lumo_gap_ev": 9.2
}



*c*
{
  "formula": "C2H2N4O2",
  "method": "ωB97M-V/def2-TZVPD",
  "elements": ["H", "N", "C", "N", "N", "N", "C", "O", "O", "H"],
  "positions_angstrom": [[-2.5642, -0.5854, -0.2164], [-1.7147, -1.0920, -0.0659], [-0.6559, -0.5887, -0.0088], [-0.6268, 0.8793, 0.1607], [0.4871, 1.5874, 0.0047], [1.6213, 0.9530, -0.0395], [1.7696, -0.3316, -0.1128], [2.7848, -0.9407, 0.0379], [0.5782, -1.1111, 0.1761], [-1.6793, 1.2298, 0.0641]],
  "lumo_ev": -1.24,
  "multiplicity": 1,
  "homo_ev": -10.6,
  "smiles": "[H]/N=c1\\[nH]nnc(=O)o1",
  "homo_lumo_gap_ev": 9.4
}



It is *c* that is most stable; the runner-up trails by 0.0638 hartree.



*a*
{
  "formula": "C2H2N4O2",
  "method": "ωB97M-V/def2-TZVPD",
  "elements": ["H", "N", "C", "N", "N", "O", "C", "O", "N", "H"],
  "positions_angstrom": [[2.0872, 1.8919, -0.0353], [1.0134, 1.7888, 0.2801], [0.5245, 0.6909, -0.1109], [1.1774, -0.1357, -1.1148], [0.7246, -1.3736, -1.0331], [-0.3000, -1.8149, -0.1961], [-1.2331, -0.8812, 0.2023], [-2.3896, -1.2473, 0.2252], [-0.5471, 0.2852, 0.5915], [-1.0572, 0.7958, 1.1911]],
  "lumo_ev": -1.14,
  "multiplicity": 1,
  "homo_ev": -10.4,
  "smiles": "[H]/N=c1\\nnoc(=O)[nH]1",
  "homo_lumo_gap_ev": 9.3
}



*b*
{
  "formula": "C2H2N4O2",
  "method": "ωB97M-V/def2-TZVPD",
  "elements": ["H", "N", "C", "N", "N", "N", "O", "C", "O", "H"],
  "positions_angstrom": [[-2.7745, -1.0123, -0.2261], [-2.7797, -0.0025, -0.1303], [-1.6503, 0.5363, 0.0593], [-0.3724, -0.0212, 0.1180], [-0.1464, -1.3487, 0.1225], [1.1497, -1.5396, -0.0597], [1.8461, -0.3198, -0.0748], [0.9160, 0.6873, 0.0336], [1.1261, 1.8736, -0.0408], [-1.5558, 1.6236, 0.2397]],
  "lumo_ev": -0.59,
  "multiplicity": 1,
  "homo_ev": -10.7,
  "smiles": "[H]/N=C\\n1nnoc1=O",
  "homo_lumo_gap_ev": 10.1
}



It is *b* that is most stable; the runner-up trails by 0.0301 hartree.



*a*
{
  "formula": "C4HNO5",
  "method": "ωB97M-V/def2-TZVPD",
  "elements": ["N", "C", "C", "O", "C", "O", "O", "C", "O", "O", "H"],
  "positions_angstrom": [[-1.7856, 2.4572, -1.2482], [-1.4284, 1.4765, -0.7270], [-0.9994, 0.3293, -0.0607], [0.3521, -0.1483, -0.9672], [-0.6811, 0.6004, 1.4720], [-1.4409, 1.4056, 1.8981], [0.2416, -0.0725, 1.9254], [-2.0252, -1.0201, 0.0062], [-1.7998, -1.9351, -0.8260], [-2.9280, -0.9948, 0.7906], [0.0082, -0.8980, -1.3879]],
  "lumo_ev": 6.94,
  "multiplicity": 1,
  "homo_ev": -0.8,
  "smiles": "N#CC(O)(C(=O)[O-])C(=O)[O-]",
  "homo_lumo_gap_ev": 7.7,
  "total_charge": -2
}



*b*
{
  "formula": "C4HNO5",
  "method": "ωB97M-V/def2-TZVPD",
  "elements": ["C", "C", "C", "C", "N", "O", "O", "O", "O", "O", "H"],
  "positions_angstrom": [[0.4496, -0.5703, -0.8110], [1.2610, 2.7755, 0.3505], [-0.9023, 1.0404, 0.7789], [0.3399, -1.9805, -1.2114], [-0.4462, -0.2411, 0.2626], [1.8921, 1.9139, 0.7168], [1.1541, -2.9143, -1.0833], [-1.7324, 0.7948, 1.6537], [-0.6543, -2.0122, -1.9927], [-0.5490, 2.1423, 0.3028], [-0.8125, -0.9485, 1.0332]],
  "lumo_ev": 6.71,
  "multiplicity": 1,
  "homo_ev": -0.4,
  "homo_lumo_gap_ev": 7.1,
  "total_charge": -2
}



It is *a* that is most stable; the runner-up trails by 0.0634 hartree.



*a*
{
  "formula": "C3H7N2O2P",
  "method": "ωB97M-V/def2-TZVPD",
  "elements": ["C", "C", "C", "N", "N", "O", "O", "P", "H", "H", "H", "H", "H", "H", "H"],
  "positions_angstrom": [[-1.3177, 1.3907, -0.1320], [-1.4735, -0.8267, 0.8970], [-1.2279, 0.0478, -0.2632], [-1.2790, 2.5104, 0.0856], [2.1179, 1.7110, 0.1581], [2.6285, -0.8892, 0.0327], [0.5199, -0.1978, -0.7742], [1.4699, 0.1522, 0.4967], [-1.3180, -0.3457, 1.9798], [-2.5452, -1.2905, 0.9622], [-0.8477, -1.5991, 0.7275], [-1.7208, -0.1240, -1.2001], [1.7172, 2.4304, 0.9199], [2.1731, 2.1903, -0.7562], [2.6971, -1.0712, -0.8545]],
  "lumo_ev": -0.35,
  "multiplicity": 1,
  "homo_ev": -9.1,
  "homo_lumo_gap_ev": 8.8
}



*b*
{
  "formula": "C3H7N2O2P",
  "method": "ωB97M-V/def2-TZVPD",
  "elements": ["C", "C", "N", "C", "N", "H", "H", "H", "H", "H", "H", "O", "P", "O", "H"],
  "positions_angstrom": [[-1.0381, 0.3248, -1.5837], [-1.1756, -0.7242, -0.3967], [-0.4412, -0.1607, 0.6452], [-0.5453, 0.7872, 1.4183], [-0.2335, 1.5529, 2.2483], [-1.7773, 0.3122, -2.4358], [-0.9890, 1.2937, -1.1216], [-0.0690, 0.1049, -2.0662], [-2.3687, -0.8664, -0.2750], [-0.6468, -1.6659, -0.6112], [0.1298, 1.4890, 3.1515], [2.2169, -2.3579, 0.1342], [1.9785, -1.1511, 0.8311], [2.5472, 0.0706, -0.1316], [2.4121, 0.9907, 0.1931]],
  "lumo_ev": 0.33,
  "multiplicity": 1,
  "homo_ev": -9.6,
  "smiles": "CCN=C=N.O=PO",
  "homo_lumo_gap_ev": 9.9
}



It is *b* that is most stable; the runner-up trails by 0.0180 hartree.



*a*
{
  "formula": "C5H7Cl2N",
  "method": "ωB97M-V/def2-TZVPD",
  "elements": ["C", "C", "C", "Cl", "Cl", "H", "H", "H", "H", "C", "C", "N", "H", "H", "H"],
  "positions_angstrom": [[-0.8766, 2.2590, -0.0891], [0.2257, 1.4394, -0.6660], [0.9706, 0.5081, -0.0624], [2.2602, -0.2358, -0.9697], [1.1452, 0.5638, 1.6173], [-0.8672, 3.1398, -0.6579], [-0.7115, 2.3048, 1.0410], [-1.8922, 1.9730, -0.4359], [0.2813, 1.4538, -1.8018], [0.3917, -2.5058, 0.3759], [-0.8525, -1.7429, 0.1819], [-1.7661, -1.0485, 0.2045], [0.6855, -2.7866, -0.6411], [0.0836, -3.3962, 0.8205], [0.9222, -1.9261, 1.0831]],
  "lumo_ev": 0.61,
  "multiplicity": 1,
  "homo_ev": -9.2,
  "smiles": "CC=C(Cl)Cl.CC#N",
  "homo_lumo_gap_ev": 9.8
}



*b*
{
  "formula": "C5H7Cl2N",
  "method": "ωB97M-V/def2-TZVPD",
  "elements": ["C", "C", "C", "C", "C", "N", "Cl", "Cl", "H", "H", "H", "H", "H", "H", "H"],
  "positions_angstrom": [[0.7010, -0.0059, 0.6664], [-0.3240, 0.5949, -0.9847], [-0.7147, 0.3992, 0.5833], [1.6636, -0.4871, 1.6460], [-0.9828, -0.3172, -1.9259], [1.0375, 0.2836, -0.5208], [-1.9644, -0.7760, 1.0606], [-1.0560, 1.8856, 1.5608], [-0.4543, 1.7093, -1.2110], [1.6149, -1.6468, 1.5690], [1.4677, -0.0145, 2.6752], [2.5958, -0.1421, 1.1995], [-0.7259, -1.2964, -1.6825], [-0.8463, 0.0492, -2.9080], [-2.0121, -0.2357, -1.7279]],
  "lumo_ev": 0.78,
  "multiplicity": 1,
  "homo_ev": -10.2,
  "homo_lumo_gap_ev": 10.9
}



It is *b* that is most stable; the runner-up trails by 0.0125 hartree.